# C26H45N3O7S3

3 unconnected molecules or ions with the total composition C26H45N3O7S3 at a distorted geometry (ωB97M-V with the def2-TZVPD basis set, OMol25).

The geometry in XYZ format:
```
84
Properties=species:S:1:pos:R:3:forces:R:3
S 3.35178 -4.55986 3.85552 -0.12 1.11 -3.12
C 3.19676 -3.98987 2.22442 1.07 0.63 1.86
S 1.80603 -4.85305 1.23844 0.68 1.13 0.45
C 0.25283 -3.93206 1.77665 -0.78 0.79 0.21
C -1.06227 -4.89683 1.98258 -0.89 -0.65 -0.40
C -2.20398 -4.19921 2.98483 0.77 1.06 -0.71
C -2.17055 -2.57003 2.66347 -0.57 2.64 -1.48
C -1.77874 -1.53547 3.91585 -0.61 3.24 -3.98
C -1.70542 0.07173 3.57828 -0.64 -3.70 -1.49
C -2.02580 0.55603 2.03880 -0.68 0.86 -3.36
N -2.00328 1.93864 1.40564 -0.70 -4.74 -0.29
S -2.44908 1.83085 -0.31354 0.48 -3.25 3.57
N -2.73770 0.10289 -0.58446 1.91 1.38 6.80
C -2.45616 -0.43417 0.80162 0.00 -1.69 0.08
C -2.52988 -2.03902 1.13046 1.15 0.88 4.05
N 4.11774 -2.93494 1.65911 -3.67 -1.04 1.39
C 3.45114 -2.03866 0.64195 0.40 1.54 -1.63
C 2.46121 -0.88875 1.26318 -0.68 0.17 -1.19
O 2.99026 -0.17695 2.43808 0.01 -2.16 -0.30
C 3.55595 -1.09194 3.44108 1.28 -0.23 0.56
C 4.71592 -2.03642 2.71833 0.86 1.57 0.48
H 0.01212 -3.16581 0.90128 0.50 -1.46 2.26
H 0.51358 -3.39767 2.79613 -0.59 -0.93 -2.15
H -0.79962 -5.99070 2.37001 -0.36 2.51 -0.70
H -1.63042 -5.05588 0.95122 1.47 0.37 2.01
H -1.93017 -4.45039 4.11307 -0.71 0.85 -2.42
H -3.28855 -4.56148 2.72180 2.25 0.47 0.60
H -1.56338 -1.95795 5.00509 -0.51 1.09 -2.69
H -1.42090 0.87181 4.39550 -0.67 -1.85 -1.97
H -2.81093 -2.85529 0.32243 0.65 2.03 1.83
H 4.33412 -1.45068 0.09373 -1.83 -1.34 1.24
H 2.88241 -2.60813 -0.22128 1.16 0.87 2.06
H 2.33293 -0.06226 0.41108 0.38 -1.76 1.93
H 1.35915 -1.31224 1.43065 2.35 0.70 0.10
H 4.11895 -0.42304 4.24997 -1.31 -1.31 -1.87
H 2.74708 -1.72200 4.01630 1.44 1.13 -1.40
H 5.41794 -1.26515 2.13695 -1.58 -1.70 1.14
H 5.42225 -2.57995 3.48642 -1.85 0.79 -1.60
C 1.52367 -2.38879 -3.15912 0.39 0.13 0.22
O 2.79135 -3.02177 -3.22313 -0.58 -0.37 -0.31
C 2.72516 -4.41047 -3.55120 0.33 0.20 -0.22
C 3.52723 -4.76092 -4.81404 0.01 -0.15 0.01
O 3.11821 -4.15684 -6.04288 0.11 0.27 0.31
C 3.22943 -2.73347 -6.15426 0.12 -0.07 -0.03
C 4.63506 -2.12758 -6.02435 -0.33 -0.07 0.31
O 5.18533 -2.30518 -4.72152 0.30 -0.47 -0.62
C 6.47876 -2.89742 -4.70910 -0.30 0.32 0.34
H 1.16359 -2.40699 -2.12660 -0.25 0.01 0.00
H 1.64910 -1.34864 -3.46673 0.02 0.00 0.07
H 0.78562 -2.85140 -3.81891 0.02 -0.06 0.02
H 1.68669 -4.75366 -3.66285 0.12 0.20 -0.04
H 3.15958 -4.95644 -2.70723 0.02 -0.19 -0.10
H 3.41811 -5.84082 -4.97108 -0.19 0.13 -0.05
H 4.59460 -4.61108 -4.66242 -0.01 0.23 0.20
H 2.52627 -2.25192 -5.48025 0.15 0.11 0.25
H 2.87071 -2.49444 -7.15761 0.10 -0.14 -0.11
H 4.55627 -1.04658 -6.18449 -0.15 -0.02 -0.24
H 5.29234 -2.53106 -6.80867 -0.08 -0.06 0.23
H 6.66868 -3.51790 -5.58783 -0.04 0.05 -0.05
H 6.54596 -3.53303 -3.82439 0.03 0.05 0.03
H 7.23162 -2.11016 -4.63460 0.19 -0.09 -0.09
C -4.62027 4.17253 2.46134 -0.23 0.22 0.19
O -4.54119 5.58588 2.55060 0.62 -0.23 -0.36
C -3.22543 6.10266 2.34515 -0.36 0.14 -0.24
C -3.15641 7.10572 1.18326 0.15 0.07 0.07
O -3.48193 6.62464 -0.12244 -0.31 -0.04 0.26
C -4.82406 6.18164 -0.35312 0.02 0.13 0.00
C -5.94490 7.21649 -0.17270 0.18 -0.30 0.31
O -6.07013 7.65224 1.17865 0.34 0.54 -0.57
C -6.04265 9.06519 1.34207 -0.19 -0.46 0.28
H -4.51517 3.74193 3.46116 0.08 -0.21 -0.06
H -5.60662 3.91294 2.07146 -0.03 0.03 0.08
H -3.86804 3.74777 1.79219 0.02 0.06 0.09
H -2.49218 5.29894 2.18686 -0.23 0.03 -0.05
H -2.94282 6.62467 3.26533 0.17 0.13 -0.09
H -2.11550 7.44456 1.11654 -0.04 -0.21 -0.09
H -3.72615 8.00724 1.40087 -0.22 -0.12 0.16
H -5.02126 5.27962 0.21966 -0.18 0.07 0.26
H -4.84715 5.86557 -1.39815 0.09 0.16 -0.10
H -6.89527 6.73870 -0.43524 0.08 -0.11 -0.24
H -5.79511 8.05762 -0.86554 0.07 -0.07 0.23
H -5.50323 9.57370 0.53978 -0.02 -0.05 -0.06
H -5.53407 9.28218 2.28307 -0.06 0.00 0.03
H -7.06711 9.43805 1.40183 0.01 0.22 -0.07
```
Positions in Å, forces in eV/Å.

The calculation puts the total energy at -2902.5375 hartree. As for the orbital gap: 0.2393 Eh. The charge is 0. For the LUMO energy, the calculation gives -1.76 eV. Its SMILES is S=C(SCCCc1ccc2nsnc2c1)N1CCOCC1.COCCOCCOC.COCCOCCOC.

These are the Löwdin partial charges, in e, on atoms 1 to 4: S 0.555; C -0.902; S 0.734; C -0.500

=====

# C26H45N6O4SSbSi3Zr

A molecular structure, C26H45N6O4SSbSi3Zr at a distorted geometry (ωB97M-V with the def2-TZVPD basis set, OMol25).

The geometry in XYZ format:
```
87
Properties=species:S:1:pos:R:3:forces:R:3
Zr -0.99856 -3.47476 -0.35538 1.08 1.59 2.56
O -7.11959 -6.31580 -1.48619 0.65 -0.10 0.29
C -6.10011 -7.04135 -0.85312 0.89 0.76 1.49
C -4.81065 -6.20301 -0.90732 0.98 -2.49 0.35
C -3.64240 -6.77213 -0.29326 -2.31 0.53 -0.39
C -2.43831 -6.19090 -0.45347 0.35 -0.28 0.91
N -2.32164 -4.99590 -1.01428 -1.48 0.85 -3.04
C -3.38991 -4.46193 -1.78283 0.12 -2.11 2.51
C -4.64173 -5.08186 -1.69108 1.31 0.70 -0.51
C -3.03694 -3.30165 -2.58592 0.38 0.85 -1.35
C -3.70387 -2.92543 -3.77954 0.18 -0.30 0.00
C -3.09212 -2.01013 -4.64234 2.15 0.85 3.53
C -3.80414 -1.33305 -5.72312 0.13 -0.06 -0.78
O -4.12961 -0.07729 -5.17185 -0.23 0.20 0.15
C -1.81492 -1.45395 -4.19335 -1.25 -0.47 -1.39
C -1.25320 -1.83354 -3.01602 -0.08 -0.77 0.37
N -1.86379 -2.72701 -2.20630 -1.24 -0.24 -1.34
H -7.94151 -6.61546 -1.11938 -0.89 -0.11 0.05
H -5.95206 -8.03872 -1.28638 0.27 0.25 -0.28
H -6.22956 -7.26552 0.26180 -0.39 0.50 -1.22
H -3.70752 -7.58094 0.40238 -0.21 -0.78 -0.15
H -1.56467 -6.68780 -0.02861 -0.03 0.57 -0.08
H -5.42553 -4.70391 -2.29120 -0.91 0.26 -0.33
H -4.67826 -3.35271 -4.10422 0.85 0.16 0.59
H -4.64789 -1.96019 -5.98989 -0.37 0.23 -0.40
H -3.08906 -1.25157 -6.54069 -0.29 0.16 -0.54
H -4.84176 0.37212 -5.64587 0.15 -0.25 -0.17
H -1.24123 -0.75795 -4.79949 -0.39 -0.05 -0.13
H -0.24245 -1.56020 -2.72092 -0.22 0.43 -0.01
O 0.80693 -4.21139 -1.13180 0.89 0.20 0.21
N 1.67667 -3.51812 -0.44624 -1.18 0.66 0.03
O 1.10046 -2.54218 0.10021 0.27 -0.94 -0.56
C -0.72000 0.29247 1.41153 -0.60 -2.67 -2.21
C -1.88509 -0.66913 1.52557 -0.35 -0.93 0.38
N -2.17504 -1.86357 0.93794 1.54 0.83 -0.83
C -3.40839 -2.26288 1.39815 -1.48 -1.17 -0.27
C -3.89947 -1.34505 2.26422 0.17 0.59 1.13
N -2.85953 -0.42318 2.41367 -0.76 0.81 -0.92
H 0.11988 -0.23212 1.82539 0.69 0.35 0.65
H -1.01703 1.18531 1.89046 0.35 1.09 0.35
H -0.46045 0.39083 0.32591 -0.31 0.50 0.94
H -3.91116 -3.21038 1.04285 0.75 1.32 0.52
H -4.81713 -1.19163 2.86237 0.74 -0.56 -0.69
H -2.94569 0.50434 2.83068 -0.08 -0.59 0.12
C 1.11204 5.71516 0.58188 -0.89 1.48 -1.64
Si 2.40069 4.69568 -0.32695 -0.06 -1.95 1.68
C 3.90183 5.75676 -0.82009 -0.96 0.35 1.00
C 1.50036 3.52788 -1.54755 0.06 2.29 -0.60
Sb 2.80634 2.79620 1.60799 0.09 1.15 -0.90
Si 2.86337 4.73260 3.86287 -0.11 -1.95 -1.35
C 3.17600 3.40423 5.18794 1.97 0.68 -0.28
C 4.02725 6.16223 3.49329 -0.21 0.05 0.60
C 1.01990 5.18315 4.00251 0.33 1.13 -0.26
Si 4.81693 1.59478 0.08838 -0.60 0.65 1.28
C 4.80320 -0.18333 0.67611 -1.23 -1.19 -1.75
C 6.36239 2.38642 0.76927 1.93 0.59 -0.89
C 4.46268 1.81220 -1.79401 0.54 -1.23 0.00
H 0.55379 6.45011 -0.10862 0.83 -0.88 0.97
H 1.57728 6.28618 1.36704 0.46 0.56 0.12
H 0.35199 5.16974 1.11775 -0.27 -0.65 -0.31
H 4.79945 5.12614 -0.92779 -0.17 0.65 0.33
H 3.92241 6.59548 -0.03053 0.54 -1.44 -1.04
H 3.68743 6.25584 -1.75524 0.08 0.14 -0.42
H 2.06028 2.70327 -1.94482 0.19 -0.13 -0.26
H 1.06469 4.19168 -2.32610 0.33 -0.63 -0.13
H 0.65923 3.17932 -0.99610 -0.64 -0.46 0.64
H 3.56989 2.49312 4.68897 -0.45 0.56 0.46
H 2.20006 3.25088 5.60712 -0.24 -0.39 0.60
H 3.95554 3.71806 5.94176 -1.04 -0.32 -0.47
H 4.48905 6.06381 2.49931 -0.27 0.14 0.40
H 4.82658 6.17096 4.26265 -0.38 0.20 -0.44
H 3.40704 7.08324 3.57578 0.67 -0.38 -0.16
H 0.90729 6.16241 4.54817 0.10 -0.69 -0.69
H 0.48485 4.46638 4.61623 -0.04 -0.32 -0.13
H 0.57061 5.25795 2.98537 0.16 0.03 1.11
H 5.44684 -0.54131 1.44591 0.43 0.39 0.97
H 5.08234 -0.85169 -0.16108 0.00 0.30 -0.07
H 3.76338 -0.51202 0.88417 0.47 0.27 0.18
H 6.83556 1.77065 1.54921 -0.27 -0.07 -0.30
H 6.18878 3.33998 1.24310 -0.45 0.32 0.16
H 7.18871 2.64921 0.03685 -0.87 -0.63 0.51
H 3.69040 1.14393 -2.23952 0.18 0.54 0.68
H 5.32426 1.63977 -2.46829 0.02 0.06 0.68
H 4.19449 2.83846 -1.91963 -0.36 0.67 -0.29
S -0.06275 -5.59350 3.67061 -1.25 0.77 -0.38
C -0.81680 -4.89146 2.47009 2.17 -1.43 0.38
N -1.05759 -4.50135 1.35289 -0.65 0.37 0.46
```
Positions in Å, forces in eV/Å.

The calculation puts the total energy at -3200.6730 hartree. As for the orbital gap: 0.0789 Eh. The charge is +2. For the LUMO energy, the calculation gives -7.60 eV.

These are the Löwdin partial charges, in e, on atoms 1 to 4: Zr 1.822; O -0.020; C -0.188; C -0.090